{
  "formula": "C22H35I2N3O13S3",
  "method": "the ωB97M-V functional and the def2-TZVPD basis",
  "spin_multiplicity": 1,
  "e_tot_ev": -103171.3069,
  "charge": 0,
  "homo_ev": -9.05,
  "smiles": "Cc1c(CCCCS(=O)(=O)O)c(N)c2c(c1ON=O)C(=O)N([C@H](I)[C@H](C)I)C2=O.CCOS(C)(=O)=O.CCOS(C)(=O)=O",
  "lumo_ev": -0.925,
  "elements": ["C", "C", "C", "C", "C", "C", "C", "S", "O", "O", "O", "C", "N", "C", "C", "C", "O", "N", "O", "C", "O", "N", "C", "I", "C", "C", "I", "C", "O", "H", "H", "H", "H", "H", "H", "H", "H", "H", "H", "H", "H", "H", "H", "H", "H", "H", "H", "H", "C", "C", "O", "S", "C", "O", "O", "H", "H", "H", "H", "H", "H", "H", "H", "C", "C", "O", "S", "C", "O", "O", "H", "H", "H", "H", "H", "H", "H", "H"],
  "positions_angstrom": [[2.58193, 0.63616, -1.65769], [1.45582, 0.07763, -2.59809], [1.85996, -0.38546, -3.93614], [3.33398, -0.36232, -4.44364], [3.85406, -1.87428, -4.46382], [4.28903, -2.37561, -3.04011], [4.50785, -3.92984, -2.92063], [3.18047, -4.94912, -3.64591], [1.85037, -4.44008, -3.30692], [3.29222, -6.32581, -3.17800], [3.34165, -5.01644, -5.29011], [0.84625, -0.91003, -4.87976], [1.18039, -1.34557, -6.19726], [-0.51749, -0.98165, -4.40818], [-0.91643, -0.55028, -3.04688], [0.05367, -0.00173, -2.13351], [-0.34062, 0.43303, -0.85224], [-0.32827, -0.66214, 0.06161], [0.75454, -0.65091, 0.52654], [-2.44273, -0.82699, -2.89396], [-3.04998, -0.75684, -1.86511], [-2.81163, -1.21030, -4.19872], [-4.21646, -1.43715, -4.55782], [-5.54993, 0.18885, -3.92166], [-4.79150, -2.86187, -4.19713], [-4.57926, -3.31190, -2.71013], [-4.13330, -4.43958, -5.54783], [-1.79528, -1.49058, -5.15906], [-1.89932, -1.94869, -6.25947], [3.30563, 1.24482, -2.25211], [2.07880, 1.33157, -0.93776], [3.06420, -0.21851, -1.11789], [3.43025, 0.01570, -5.49367], [4.02818, 0.19708, -3.77295], [3.03746, -2.48705, -4.91353], [4.75424, -1.97385, -5.13258], [3.53401, -2.04435, -2.27845], [5.26027, -1.87886, -2.78142], [5.49766, -4.23485, -3.35689], [4.53184, -4.17538, -1.82309], [2.62473, -4.44207, -5.63629], [2.00354, -0.85061, -6.54737], [0.40191, -1.19936, -6.84175], [-4.25423, -1.37333, -5.68136], [-5.90422, -2.78794, -4.34918], [-4.83357, -4.40948, -2.66329], [-3.50893, -3.25463, -2.36930], [-5.27751, -2.80694, -1.98749], [0.52191, -1.66803, 3.90754], [-0.78301, -0.95244, 3.61499], [-1.62799, -0.89717, 4.77255], [-1.29204, 0.18307, 5.90900], [-2.81564, 0.05294, 6.79182], [-1.21255, 1.48483, 5.30552], [-0.23975, -0.32587, 6.73558], [1.14058, -1.09100, 4.59672], [1.08997, -1.81911, 2.98853], [0.33483, -2.63648, 4.37486], [-0.60457, 0.05008, 3.21827], [-1.33231, -1.50810, 2.85360], [-3.62557, 0.39149, 6.14891], [-2.74431, 0.68809, 7.67368], [-2.96170, -0.98346, 7.08962], [-0.59945, 8.63614, 6.50081], [-1.41332, 7.41910, 6.89784], [-1.08837, 6.27881, 6.09557], [0.26729, 5.47720, 6.42295], [-0.08181, 4.04638, 5.45015], [0.26568, 5.11184, 7.81040], [1.37018, 6.17928, 5.83281], [0.45572, 8.49824, 6.74079], [-0.95342, 9.52335, 7.02924], [-0.66632, 8.81145, 5.42557], [-1.29084, 7.18980, 7.95925], [-2.47210, 7.62466, 6.73252], [-0.94761, 3.54295, 5.86356], [0.78756, 3.39302, 5.49229], [-0.26524, 4.35644, 4.42303]],
  "forces_ev_per_a": [[-1.39, 0.23, -0.37], [0.04, -0.59, -0.90], [-1.59, 0.33, 0.34], [0.03, -1.40, 0.47], [0.43, 0.25, -0.06], [-0.51, 0.09, -0.32], [0.66, 0.90, 0.01], [-2.84, -3.07, 1.39], [1.89, 1.10, -1.06], [1.46, 1.68, -0.89], [-0.17, 0.99, 1.58], [-0.81, 0.47, 1.43], [-0.09, 1.00, 0.93], [0.38, 0.40, 1.38], [1.76, -0.23, -1.45], [0.10, -1.01, -2.36], [-0.47, 0.64, -2.22], [2.55, 0.27, 0.74], [-1.42, -1.19, 0.53], [3.44, 0.36, -0.37], [-0.68, -0.08, -0.84], [-2.69, -0.79, -0.21], [0.15, -1.15, -1.49], [0.48, -0.62, -0.11], [-1.03, 1.00, 1.43], [0.05, -1.15, -0.08], [-0.07, 0.55, 0.32], [2.24, 1.70, 2.42], [-0.38, 0.28, 0.23], [-0.48, -0.70, 0.61], [0.64, -0.78, -0.39], [-0.24, 0.97, -0.39], [-0.22, 0.03, 0.99], [-0.75, -0.17, -0.70], [0.68, 0.40, 0.54], [-0.87, 0.19, 0.44], [0.58, -0.46, -0.71], [-0.78, -0.45, -0.12], [-1.11, 0.08, 0.20], [-0.28, -0.22, -1.20], [0.34, -0.30, 0.06], [-0.35, -0.33, 0.11], [0.18, -0.35, 0.26], [0.04, 0.13, 1.18], [1.18, -0.22, -0.15], [0.16, 1.10, -0.01], [-1.11, 0.20, -0.37], [0.88, -0.09, -0.82], [0.19, 0.09, 0.27], [0.68, -0.24, -0.63], [-0.24, 0.41, 0.43], [-0.64, -0.67, -0.06], [-0.11, -0.03, -0.07], [0.24, -0.51, 0.04], [0.06, 0.41, -0.21], [-0.02, -0.02, -0.04], [-0.12, 0.01, -0.02], [-0.04, 0.02, -0.10], [-0.11, 0.05, 0.19], [-0.26, 0.08, 0.24], [0.07, -0.02, 0.00], [0.12, 0.00, -0.07], [0.06, 0.04, -0.03], [0.31, -0.01, -0.02], [-0.06, 0.75, 0.32], [0.20, -0.44, -0.01], [-0.44, -0.36, -0.63], [-0.07, 0.35, 0.04], [0.19, 0.37, -0.09], [-0.02, 0.00, 0.43], [-0.06, 0.01, 0.01], [-0.07, -0.07, -0.01], [-0.09, 0.01, 0.06], [0.09, -0.16, -0.09], [0.04, -0.30, -0.14], [0.09, 0.11, 0.00], [-0.01, 0.08, 0.11], [0.02, 0.03, 0.06]]
}